A gas-phase ion, C8H10N3S (charge +1) at a distorted geometry. Source: OMol25; level of theory: the ωB97M-V functional and the def2-TZVPD basis.

Positions of all 22 atoms, in Å:
1 C -2.06693 -1.07941 -0.24473
2 C -3.60706 -0.19438 1.02525
3 C -1.45747 0.12645 -0.02811
4 C 1.29195 -1.37738 -0.78426
5 C 1.44583 -1.46365 0.65780
6 C 0.58215 -0.40458 -1.35323
7 C 1.19467 -0.41603 1.43419
8 C -0.16269 0.63134 -0.55734
9 N -3.26135 -1.22436 0.35437
10 N -0.27262 1.83436 -1.20005
11 N 0.77790 0.83921 0.83157
12 S -2.47157 1.11671 0.98794
13 H -1.68181 -1.88338 -0.84366
14 H -4.51897 -0.10678 1.58084
15 H 1.77345 -2.13094 -1.38650
16 H 1.77958 -2.39393 1.08621
17 H 0.44015 -0.34530 -2.42008
18 H 1.31501 -0.41287 2.50555
19 H -0.90831 2.53143 -0.84931
20 H 0.48779 2.16770 -1.76783
21 H 0.22087 1.39302 1.48856
22 H 1.60153 1.39224 0.56363

Results
- Net charge: +1
- Energy above the lowest of the compared OMol25 structures with the same formula, charge and spin: 10.7 kcal per mole
- SMILES string: N[C@@]1(c2cncs2)C=CC=C[NH2+]1
- E: -873.02002 Ha
- HOMO: -13.22 eV
- HOMO-LUMO gap: 9.3 eV
- Multiplicity: 1

---

A molecular structure, C21H43NO7S. Source: OMol25; level of theory: the ωB97M-V functional and the def2-TZVPD basis.

Positions of all 73 atoms, in Å:
1 C 3.62060 1.31809 1.88242
2 C 4.10539 0.47691 0.69192
3 C 4.35868 1.30132 -0.57319
4 C 3.09698 1.88762 -1.21642
5 C 2.09440 0.81894 -1.69567
6 C 0.62238 1.23848 -1.47504
7 C -0.20576 0.21524 -0.71248
8 O 0.57741 -0.65505 0.14792
9 S -0.47177 -1.65444 0.81082
10 O -0.14176 -1.89057 2.17372
11 O -0.61171 -2.77655 -0.05348
12 O -1.72673 -0.70345 0.73684
13 C -1.32384 0.65354 0.22504
14 C -0.83747 1.41754 1.48506
15 N -1.58179 1.17527 2.70436
16 C -2.59647 1.22200 -0.37368
17 C -2.48690 2.40199 -1.34794
18 C -1.86534 3.69570 -0.82624
19 C -2.73352 4.41416 0.22087
20 C -1.89967 5.17073 1.25257
21 O -0.88384 5.91864 0.61575
22 C 0.44494 5.58469 0.95320
23 H 2.95461 0.72723 2.51294
24 H 4.44973 1.65276 2.50284
25 H 3.04701 2.18984 1.56501
26 H 3.39091 -0.32340 0.50091
27 H 5.05039 0.00964 0.97314
28 H 4.99665 2.14419 -0.28503
29 H 4.93334 0.72802 -1.30377
30 H 2.62750 2.54491 -0.48161
31 H 3.40941 2.50065 -2.06270
32 H 2.30866 -0.12296 -1.20320
33 H 2.25720 0.67379 -2.76277
34 H 0.59830 2.21648 -0.99712
35 H 0.14406 1.35810 -2.44521
36 H -0.68698 -0.44386 -1.44484
37 H -0.87579 2.48559 1.28183
38 H 0.20099 1.15473 1.68361
39 H -2.58094 1.16583 2.56001
40 H -1.29292 0.31392 3.14429
41 H -3.28317 1.46043 0.44127
42 H -3.06664 0.40018 -0.91947
43 H -3.50834 2.63766 -1.65991
44 H -1.98236 2.06483 -2.25474
45 H -1.70988 4.36572 -1.67128
46 H -0.87338 3.51987 -0.41269
47 H -3.40363 3.72170 0.73322
48 H -3.33706 5.15754 -0.30264
49 H -2.55322 5.87156 1.78041
50 H -1.49703 4.49412 2.01274
51 H 1.05351 5.65140 0.05017
52 H 0.52578 4.56050 1.32924
53 H 0.84910 6.27321 1.69850
54 C -2.92692 -4.58926 1.55399
55 C -3.83782 -5.78010 1.71919
56 O -4.19770 -6.16634 2.80583
57 C -4.27982 -6.47169 0.44990
58 H -2.67609 -4.17851 2.52940
59 H -2.00851 -4.88209 1.04422
60 H -3.42086 -3.82089 0.95633
61 H -3.41024 -6.83532 -0.10002
62 H -4.81970 -5.77118 -0.18940
63 H -4.92786 -7.30916 0.69647
64 C 3.71554 -4.96984 -2.40452
65 C 2.41844 -4.22549 -2.62020
66 O 2.30759 -3.39126 -3.48884
67 C 1.27622 -4.56757 -1.69725
68 H 4.45604 -4.63327 -3.12605
69 H 4.08574 -4.78981 -1.39383
70 H 3.55506 -6.04261 -2.52347
71 H 1.55543 -4.36428 -0.66298
72 H 1.02678 -5.62705 -1.78606
73 H 0.40867 -3.96931 -1.95226

Results
- Net charge: 0
- E: -1805.53739 Ha
- HOMO: -9.40 eV
- HOMO-LUMO gap: 9.9 eV
- Multiplicity: 1